[1]
# C5H7NO

A structure of composition C5H7NO (ωB97M-V/def2-TZVPD, the Open Molecules 2025 dataset).

Last column: Mulliken charge in e.
Positions of all 14 atoms, in Å:
O (-0.0536, -2.3623, -0.0899)  -0.430
C (-0.4918, -1.2363, -0.0384)  -0.105
C (0.3706, -0.0711, 0.3336)  0.269
C (0.4130, 1.2032, -0.4554)  -0.101
C (-0.9433, 1.5804, -0.9932)  -0.276
C (-1.4331, 1.4705, 0.2433)  -0.537
N (-0.1578, 1.1847, 0.9107)  -0.483
H (2.1990, -2.6899, 0.5472)  -0.202
H (-1.5516, -1.0272, -0.2656)  0.372
H (1.3172, -0.3696, 0.7812)  0.238
H (1.3586, 1.7028, -0.6459)  0.350
H (2.9219, -2.6541, 0.7254)  0.191
H (-1.3290, 1.8038, -1.9792)  0.349
H (-2.3994, 1.4888, 0.7357)  0.365

For the LUMO energy, the calculation gives 0.8 eV. The molar mass comes out at 97.12 u. Its relative energy (zero: lowest compared OMol25 entry of this formula, charge and spin) is 4.776 eV. The highest occupied orbital energy is -9.39 eV. The total charge is 0. For the gap between HOMO and LUMO, the calculation gives 10.16 eV.

***

[2]
# C5H7NO

The molecule C5H7NO (ωB97M-V/def2-TZVPD, the Open Molecules 2025 dataset).

Last column: Mulliken charge in e.
Positions of all 14 atoms, in Å:
O (-1.3322, -0.7929, 2.0563)  -0.533
C (-0.2831, -0.2514, 1.7851)  -0.007
N (-0.1820, 0.8449, 0.9466)  -0.196
C (0.8127, 0.9808, -0.1186)  -0.630
C (0.5175, 0.2112, -1.4612)  -0.520
C (-0.3964, -0.8852, -1.1672)  -0.352
C (-1.1321, -1.6885, -0.6567)  0.040
H (0.6590, -0.5509, 2.2789)  0.337
H (-1.1167, 1.1436, 0.6972)  0.278
H (1.7756, 0.6334, 0.2660)  0.295
H (0.9029, 2.0473, -0.3427)  0.314
H (0.0984, 0.8689, -2.2342)  0.287
H (1.4442, -0.1869, -1.8990)  0.307
H (-1.7677, -2.3742, -0.1504)  0.380

For the LUMO energy, the calculation gives 0.9 eV. The molar mass comes out at 97.12 u. As for the SMILES: C#CCCNC=O. Its relative energy (zero: lowest compared OMol25 entry of this formula, charge and spin) is 2.270 eV. The highest occupied orbital energy is -9.66 eV. The total charge is 0. For the gap between HOMO and LUMO, the calculation gives 10.59 eV.

***

[3]
# C5H7NO

The molecule C5H7NO (ωB97M-V/def2-TZVPD, the Open Molecules 2025 dataset).

Last column: Mulliken charge in e.
Positions of all 14 atoms, in Å:
C (1.0970, 0.5477, -1.4287)  -1.075
C (0.1981, 0.4135, -0.4537)  0.673
C (-1.0480, 1.2461, -0.2749)  -0.508
O (-1.8920, 0.5150, 0.6192)  -0.407
C (-1.1113, -0.4781, 1.1455)  -0.612
C (0.1240, -0.5687, 0.6309)  0.540
N (1.1721, -1.4397, 0.9589)  -0.559
H (2.0260, -0.0126, -1.4551)  0.259
H (-1.5834, 1.4473, -1.2067)  0.318
H (0.9186, 1.2315, -2.2533)  0.277
H (-0.7974, 2.2023, 0.2054)  0.228
H (-1.6021, -1.0904, 1.8895)  0.391
H (1.6400, -1.7760, 0.1257)  0.238
H (0.8583, -2.2379, 1.4974)  0.237

For the LUMO energy, the calculation gives 1.0 eV. The molar mass comes out at 97.12 u. As for the SMILES: C=C1COC=C1N. Its relative energy (zero: lowest compared OMol25 entry of this formula, charge and spin) is 1.567 eV. The highest occupied orbital energy is -7.53 eV. The total charge is 0. For the gap between HOMO and LUMO, the calculation gives 8.51 eV.

***

[4]
# C5H7NO

The molecule C5H7NO in a non-equilibrium geometry (ωB97M-V/def2-TZVPD, the Open Molecules 2025 dataset).

Last column: Mulliken charge in e.
Positions of all 14 atoms, in Å:
O (1.2587, 2.2261, -0.9249)  -0.455
C (0.2896, 1.6963, -0.5309)  0.666
C (1.3463, -0.1038, 0.4682)  -1.168
C (0.5270, -1.2330, -0.0756)  -0.029
C (-0.7897, -1.1012, -0.2217)  -0.353
C (-1.5552, 0.1894, -0.0101)  -0.468
N (-0.8153, 1.4433, -0.0756)  -0.511
H (1.6922, -0.2497, 1.4769)  0.378
H (2.2263, 0.1209, -0.1597)  0.327
H (1.0199, -2.1704, -0.3325)  0.373
H (-1.4019, -1.9511, -0.5252)  0.349
H (-2.1048, 0.1515, 0.9392)  0.296
H (-2.3089, 0.2790, -0.7952)  0.345
H (0.6156, 0.7028, 0.7670)  0.249

For the LUMO energy, the calculation gives 0.9 eV. The molar mass comes out at 97.12 u. As for the SMILES: C/C=C\CN=C=O. Its relative energy (zero: lowest compared OMol25 entry of this formula, charge and spin) is 2.306 eV. The highest occupied orbital energy is -9.60 eV. The total charge is 0. For the gap between HOMO and LUMO, the calculation gives 10.49 eV.

***

[5]
# C5H7NO

The molecule C5H7NO (ωB97M-V/def2-TZVPD, the Open Molecules 2025 dataset).

Last column: Mulliken charge in e.
Positions of all 14 atoms, in Å:
O (0.0095, -0.6308, 3.2820)  -0.518
C (-0.8550, 0.1083, 2.4445)  -0.630
C (-0.6215, -0.1257, 1.0101)  0.371
C (-0.4256, -0.3317, -0.1620)  0.158
C (-0.1134, -0.4967, -1.5851)  -0.748
C (0.8316, 1.2917, -2.9274)  -0.532
N (0.9823, 0.3883, -1.9900)  -0.054
H (-0.0689, -1.5611, 3.0368)  0.319
H (-1.9130, -0.0895, 2.6736)  0.268
H (-0.6679, 1.1613, 2.6748)  0.279
H (0.1585, -1.5379, -1.7957)  0.306
H (1.8120, 1.8085, -2.9971)  0.174
H (-0.9612, -0.2287, -2.2203)  0.355
H (1.8327, 0.2440, -1.4443)  0.253

For the LUMO energy, the calculation gives 0.7 eV. The molar mass comes out at 97.12 u. Its relative energy (zero: lowest compared OMol25 entry of this formula, charge and spin) is 4.524 eV. The highest occupied orbital energy is -8.56 eV. The total charge is 0. For the gap between HOMO and LUMO, the calculation gives 9.28 eV.

***

[6]
# C5H7NO

A structure of composition C5H7NO (ωB97M-V/def2-TZVPD, the Open Molecules 2025 dataset).

Last column: Mulliken charge in e.
Positions of all 14 atoms, in Å:
O (1.6987, -0.6014, -1.0842)  -0.536
C (1.1043, -0.1954, 0.1179)  -0.023
C (0.3855, 1.1259, 0.2160)  -0.272
C (-1.0520, 0.9340, -0.0984)  -0.134
C (-1.2781, -0.4999, -0.5171)  -0.778
C (-0.2363, -0.7919, 0.5702)  -0.157
N (-0.5461, 0.5605, 1.2459)  -0.623
H (2.6223, -0.8102, -0.9033)  0.339
H (1.8024, -0.2683, 0.9608)  0.398
H (0.8254, 2.1144, 0.3080)  0.383
H (-1.7186, 1.7846, -0.2113)  0.395
H (-1.0665, -0.7971, -1.5483)  0.267
H (-2.2708, -0.8419, -0.2085)  0.298
H (-0.2702, -1.7134, 1.1525)  0.445

For the LUMO energy, the calculation gives 0.8 eV. The molar mass comes out at 97.12 u. Its relative energy (zero: lowest compared OMol25 entry of this formula, charge and spin) is 2.940 eV. The highest occupied orbital energy is -9.61 eV. The total charge is 0. For the gap between HOMO and LUMO, the calculation gives 10.38 eV.

***

[7]
# C5H7NO

A cluster of 2 separate species, C5H7NO in total in a non-equilibrium geometry (ωB97M-V/def2-TZVPD, the Open Molecules 2025 dataset).

Last column: Mulliken charge in e.
Positions of all 14 atoms, in Å:
C (3.1237, -0.1634, 0.0012)  0.498
C (-0.4462, 1.2107, 0.5765)  -0.713
C (-0.6349, -0.3333, 0.3588)  -0.018
C (0.5814, 0.3913, -0.2075)  0.063
C (-1.7678, -0.8724, -0.4856)  -1.221
N (3.8871, -0.3824, -0.8106)  -0.496
O (2.2456, 0.0125, 0.8073)  -0.535
H (-1.0451, 1.7991, -0.0207)  0.292
H (-0.1967, 1.7132, 1.5635)  0.262
H (-0.5561, -0.7794, 1.2765)  0.471
H (1.0355, 0.3936, -1.2064)  0.446
H (-1.6509, -0.7530, -1.5899)  0.327
H (-2.6592, -0.3287, -0.1953)  0.325
H (-1.9164, -1.9079, -0.0678)  0.301

For the LUMO energy (alpha / beta), the calculation gives -0.8 / -0.8 eV. The molar mass comes out at 97.12 u. Its relative energy (zero: lowest compared OMol25 entry of this formula, charge and spin) is 4.528 eV. The highest occupied orbital energy (alpha / beta) is -9.64 / -9.64 eV. The total charge is 0. For the gap between HOMO and LUMO (alpha / beta), the calculation gives 8.87 / 8.87 eV.

***

[8]
# C5H7NO

The molecule C5H7NO (ωB97M-V/def2-TZVPD, the Open Molecules 2025 dataset).

Last column: Mulliken charge in e.
Positions of all 14 atoms, in Å:
O (-0.5658, -3.1306, -0.8336)  -0.517
C (0.1017, -2.0889, -1.5155)  -0.643
C (0.3698, -0.9172, -0.6660)  0.396
C (0.6004, 0.0263, 0.0489)  0.139
C (0.7546, 1.2129, 0.8961)  -0.743
C (-0.7240, 3.1256, 0.7059)  -0.531
N (-0.5368, 1.8830, 1.0786)  -0.051
H (-0.0258, -3.3723, -0.0706)  0.317
H (1.0494, -2.4318, -1.9577)  0.267
H (-0.5565, -1.8008, -2.3408)  0.280
H (1.1814, 0.9357, 1.8678)  0.297
H (-1.7940, 3.3393, 0.9113)  0.174
H (1.4064, 1.9580, 0.4324)  0.360
H (-1.2608, 1.2610, 1.4432)  0.254

For the LUMO energy, the calculation gives 0.7 eV. The molar mass comes out at 97.12 u. Its relative energy (zero: lowest compared OMol25 entry of this formula, charge and spin) is 4.531 eV. The highest occupied orbital energy is -8.55 eV. The total charge is 0. For the gap between HOMO and LUMO, the calculation gives 9.26 eV.

***

[9]
# C5H7NO

The molecule C5H7NO (ωB97M-V/def2-TZVPD, the Open Molecules 2025 dataset).

Last column: Mulliken charge in e.
Positions of all 14 atoms, in Å:
O (-2.7984, -0.4522, -0.6175)  -0.556
C (-2.2210, 0.5126, -0.1554)  0.007
N (-1.0182, 0.4670, 0.4762)  -0.110
C (-0.2742, -0.7675, 0.5965)  -0.665
C (0.8741, -0.8744, -0.4170)  -0.553
C (1.8226, 0.2404, -0.3208)  -0.468
C (2.5794, 1.1749, -0.2441)  0.165
H (-2.6425, 1.5343, -0.1908)  0.340
H (-0.5627, 1.3329, 0.7245)  0.256
H (-0.9878, -1.5743, 0.4153)  0.321
H (0.1088, -0.8618, 1.6182)  0.305
H (1.4031, -1.8228, -0.2630)  0.295
H (0.4507, -0.9008, -1.4275)  0.260
H (3.2661, 1.9916, -0.1946)  0.403

For the LUMO energy, the calculation gives 0.9 eV. The molar mass comes out at 97.12 u. As for the SMILES: C#CCCNC=O. Its relative energy (zero: lowest compared OMol25 entry of this formula, charge and spin) is 1.689 eV. The highest occupied orbital energy is -9.85 eV. The total charge is 0. For the gap between HOMO and LUMO, the calculation gives 10.73 eV.

***

[10]
# C5H7NO

The molecule C5H7NO (ωB97M-V/def2-TZVPD, the Open Molecules 2025 dataset).

Last column: Mulliken charge in e.
Positions of all 14 atoms, in Å:
O (0.3847, -1.6529, 0.6082)  -0.329
C (0.5940, -1.6509, -0.7318)  -0.284
C (0.8143, -0.4629, -1.2839)  -0.584
C (0.6934, 0.5508, -0.1773)  0.178
C (-0.6741, 1.2480, 0.0320)  -0.604
C (-0.8862, 0.2814, 1.2203)  -0.399
N (0.4758, -0.2800, 1.0501)  -0.186
H (0.5654, -2.6523, -1.1415)  0.435
H (1.0984, -0.2581, -2.3119)  0.366
H (1.5735, 1.1917, -0.0661)  0.341
H (-1.3761, 1.1151, -0.7942)  0.251
H (-0.6126, 2.3090, 0.2874)  0.284
H (-1.6668, -0.4787, 1.0990)  0.261
H (-0.9836, 0.7400, 2.2096)  0.270

For the LUMO energy, the calculation gives 1.2 eV. The molar mass comes out at 97.12 u. As for the SMILES: C1=C[C@H]2CCN2O1. Its relative energy (zero: lowest compared OMol25 entry of this formula, charge and spin) is 3.311 eV. The highest occupied orbital energy is -8.21 eV. The total charge is 0. For the gap between HOMO and LUMO, the calculation gives 9.36 eV.

***

[11]
# C5H7NO

The molecule C5H7NO (ωB97M-V/def2-TZVPD, the Open Molecules 2025 dataset).

Last column: Mulliken charge in e.
Positions of all 14 atoms, in Å:
C (-1.6438, 0.7253, 0.6532)  -0.831
C (-0.2038, 0.4584, 0.9657)  -0.130
C (-0.2774, -2.3244, -0.4046)  -0.396
O (0.8793, -2.0334, -0.9417)  -0.297
C (1.3354, -0.7114, -0.8290)  -0.287
C (0.7193, 0.1203, 0.0092)  0.266
N (0.9156, 1.5189, 0.3253)  -0.254
H (-2.1000, -0.2685, 0.5633)  0.255
H (-1.8137, 1.2396, -0.3066)  0.296
H (-2.1565, 1.2698, 1.4510)  0.281
H (-0.3301, -3.4256, -0.5782)  0.174
H (2.2348, -0.5172, -1.3943)  0.394
H (0.7468, 2.1748, -0.4356)  0.266
H (1.6942, 1.7735, 0.9221)  0.262

For the LUMO energy, the calculation gives 0.6 eV. The molar mass comes out at 97.12 u. Its relative energy (zero: lowest compared OMol25 entry of this formula, charge and spin) is 7.348 eV. The highest occupied orbital energy is -7.36 eV. The total charge is 0. For the gap between HOMO and LUMO, the calculation gives 7.96 eV.

***

[12]
# C5H7NO

The molecule C5H7NO in a non-equilibrium geometry (ωB97M-V/def2-TZVPD, the Open Molecules 2025 dataset).

Last column: Mulliken charge in e.
Positions of all 14 atoms, in Å:
C (-2.6230, -0.1885, -0.0982)  0.557
C (-0.0671, 1.0456, 0.5047)  -0.512
C (0.3227, 0.0290, -0.5106)  0.230
C (-0.4481, -0.3657, 0.7265)  -0.215
C (1.7565, -0.4455, -0.5318)  -1.296
N (-3.1676, 0.4415, -0.8952)  -0.463
O (-1.9419, -0.9272, 0.6752)  -0.405
H (0.8141, 1.3695, 1.1285)  0.217
H (-0.7114, 1.8634, 0.3419)  0.319
H (-0.3670, -0.1560, -1.4081)  0.335
H (0.0982, -0.8190, 1.5824)  0.280
H (2.4106, 0.2998, -1.0139)  0.303
H (1.9113, -1.4463, -0.9844)  0.350
H (2.0124, -0.7008, 0.4830)  0.302

For the LUMO energy, the calculation gives 0.8 eV. The molar mass comes out at 97.12 u. As for the SMILES: C[C@@H]1C[C@H]1OC#N. Its relative energy (zero: lowest compared OMol25 entry of this formula, charge and spin) is 2.981 eV. The highest occupied orbital energy is -10.37 eV. The total charge is 0. For the gap between HOMO and LUMO, the calculation gives 11.20 eV.

***

| no. | DFT total energy (eV) |
| --- | --- |
| 1 | -8831.4271 |
| 2 | -8833.9328 |
| 3 | -8834.6361 |
| 4 | -8833.8969 |
| 5 | -8831.6785 |
| 6 | -8833.2626 |
| 7 | -8831.6749 |
| 8 | -8831.6717 |
| 9 | -8834.5137 |
| 10 | -8832.8916 |
| 11 | -8828.8546 |
| 12 | -8833.2218 |